Entry from OMol25: C41H103LiN5O6 as an isolated structure (ωB97M-V/def2-TZVPD).

Structure (XYZ):
```
156
Properties=species:S:1:pos:R:3:mulliken_charge:R:1
Li 0.08 -3.22 -2.20 0.869
C 0.12 -0.65 -0.87 0.541
O 0.63 -1.94 -0.76 -0.879
H 0.91 0.12 -0.95 -0.279
H -0.48 -0.49 -1.79 -0.146
H -0.51 -0.42 0.00 -0.063
C 5.68 -2.33 -1.01 -1.387
C 4.34 -2.78 -0.49 -0.181
N 4.38 -3.10 1.05 0.369
C 3.18 -4.01 1.28 -1.132
C 5.65 -3.89 1.31 -0.601
C 5.63 -4.73 2.59 -1.444
C 4.17 -1.75 1.77 -0.086
C 4.52 -1.88 3.24 -1.024
O 5.91 -2.05 3.39 -0.310
C 6.40 -1.50 4.58 -0.857
H 6.18 -1.49 -0.52 0.360
H 5.57 -1.87 -2.00 0.425
H 6.34 -3.17 -1.21 0.389
H 4.03 -3.76 -0.85 0.468
H 3.55 -2.05 -0.68 0.257
H 2.31 -3.65 0.74 0.253
H 3.11 -4.05 2.37 0.514
H 3.49 -4.99 0.92 0.420
H 6.39 -3.10 1.41 0.457
H 5.88 -4.54 0.47 0.557
H 5.01 -4.42 3.42 0.271
H 6.64 -4.90 2.97 0.363
H 5.38 -5.77 2.34 0.503
H 3.14 -1.55 1.51 0.126
H 4.89 -1.05 1.35 0.232
H 3.94 -2.57 3.86 0.472
H 4.32 -0.92 3.74 0.572
H 7.49 -1.58 4.59 0.308
H 6.03 -1.98 5.49 0.360
H 6.26 -0.42 4.71 0.335
C 0.18 6.11 -2.35 -1.247
C 0.48 6.38 -0.86 -0.343
N 1.23 5.27 -0.16 0.856
C 0.57 3.93 -0.36 -0.816
C 2.68 5.19 -0.69 0.080
C 3.56 6.37 -0.31 -1.422
C 1.30 5.57 1.33 -0.772
C -0.04 5.62 2.12 -1.117
O -0.67 4.34 2.21 -0.077
C -2.08 4.51 2.37 -0.881
H 1.13 6.00 -2.88 0.323
H -0.35 6.97 -2.74 0.450
H -0.32 5.17 -2.54 0.296
H -0.49 6.49 -0.38 0.328
H 1.03 7.32 -0.79 0.432
H -0.46 3.99 0.00 0.320
H 1.08 3.25 0.32 0.472
H 0.50 3.71 -1.41 -0.116
H 2.50 5.09 -1.76 0.062
H 3.12 4.28 -0.28 0.131
H 4.57 6.32 -0.72 0.459
H 3.60 6.54 0.76 0.333
H 3.33 7.28 -0.87 0.395
H 1.70 6.58 1.43 0.476
H 2.00 4.87 1.79 0.496
H -0.68 6.40 1.72 0.511
H 0.31 5.90 3.12 0.452
H -2.30 5.05 3.30 0.379
H -2.49 3.50 2.29 0.155
H -2.61 5.08 1.60 0.386
C 1.03 -0.58 3.28 -1.251
C -0.25 0.09 3.77 -0.485
N -0.74 -0.34 5.14 0.612
C -1.12 -1.81 5.12 -1.284
C 0.35 -0.09 6.17 -0.214
C 0.18 -0.76 7.52 -1.255
C -1.92 0.56 5.59 -0.567
C -3.31 0.18 5.00 -0.773
O -3.17 -0.16 3.66 -0.145
C -4.29 -0.53 2.87 -0.872
H 1.25 -0.13 2.31 0.559
H 0.88 -1.65 3.14 0.379
H 1.93 -0.43 3.88 0.278
H -1.04 -0.22 3.09 0.168
H -0.23 1.18 3.71 0.399
H -1.75 -1.92 4.25 0.277
H -1.66 -1.99 6.04 0.483
H -0.17 -2.34 5.08 0.481
H 0.45 0.99 6.25 0.284
H 1.28 -0.50 5.78 0.176
H -0.64 -0.27 8.05 0.389
H 1.06 -0.64 8.15 0.438
H 0.07 -1.84 7.49 0.336
H -1.66 1.58 5.32 0.372
H -1.89 0.42 6.67 0.322
H -3.93 1.08 5.07 0.498
H -3.74 -0.53 5.71 0.439
H -5.19 -0.33 3.45 0.423
H -4.12 -1.54 2.49 0.254
H -4.31 0.13 2.00 0.227
C -0.61 0.67 -5.63 -1.282
C 0.50 1.18 -4.71 -0.023
N 1.87 1.21 -5.44 0.326
C 2.01 0.12 -6.48 -1.166
C 1.88 2.54 -6.18 -0.341
C 3.07 2.87 -7.06 -1.332
C 3.07 1.07 -4.50 -1.050
C 3.14 2.01 -3.32 0.169
O 4.22 1.56 -2.56 -0.367
C 4.25 1.82 -1.18 -0.401
H -1.41 0.26 -5.01 0.278
H -0.38 -0.25 -6.16 0.401
H -1.05 1.39 -6.31 0.410
H 0.65 0.35 -4.02 0.180
H 0.32 2.10 -4.15 0.204
H 1.21 0.07 -7.21 0.451
H 2.09 -0.84 -5.97 0.394
H 2.88 0.34 -7.08 0.423
H 1.73 3.31 -5.42 0.456
H 0.99 2.59 -6.80 0.396
H 3.08 2.46 -8.07 0.413
H 4.06 2.64 -6.66 0.322
H 2.92 3.93 -7.28 0.397
H 4.00 0.93 -5.04 0.460
H 2.79 0.07 -4.16 0.378
H 2.21 1.87 -2.75 -0.042
H 3.20 3.07 -3.59 0.373
H 3.30 1.88 -0.62 0.003
H 4.82 2.72 -0.94 0.402
H 4.79 0.99 -0.72 0.173
C -9.51 -3.14 -2.75 -1.224
C -8.79 -4.05 -1.75 -0.364
N -7.32 -3.67 -1.49 0.235
C -7.39 -2.43 -0.63 -1.152
C -6.72 -4.82 -0.65 -0.236
C -6.56 -6.13 -1.39 -1.229
C -6.51 -3.38 -2.74 -0.867
C -5.06 -2.94 -2.59 -0.684
O -5.05 -1.62 -2.07 -0.340
C -3.83 -1.12 -1.61 -0.673
H -10.45 -3.66 -2.94 0.449
H -9.07 -3.26 -3.74 0.359
H -9.63 -2.15 -2.33 0.326
H -8.82 -5.10 -2.03 0.399
H -9.27 -4.02 -0.78 0.344
H -6.41 -2.23 -0.20 0.409
H -7.99 -2.67 0.25 0.411
H -7.74 -1.54 -1.13 0.431
H -7.31 -4.82 0.26 0.433
H -5.75 -4.36 -0.45 0.302
H -6.34 -6.89 -0.64 0.436
H -5.84 -6.22 -2.20 0.342
H -7.47 -6.54 -1.84 0.323
H -6.99 -2.62 -3.36 0.451
H -6.48 -4.32 -3.30 0.452
H -4.61 -2.93 -3.58 0.467
H -4.50 -3.61 -1.92 0.352
H -3.15 -0.82 -2.42 0.141
H -3.31 -1.84 -0.95 0.350
H -4.06 -0.22 -1.05 0.364
```

The value obtained for the largest force on an atom is 2.92 eV/A. For the HOMO-LUMO gap, the calculation gives 7.8 eV. Its total charge is +5. As for the spin multiplicity: 1.